1.
{
  "formula": "C4H6BrFO",
  "method": "wB97M-V/def2-TZVPD",
  "symbols": ["C", "C", "C", "C", "O", "F", "Br", "H", "H", "H", "H", "H", "H"],
  "positions_angstrom": [[-1.3837, 0.1958, 1.1517], [-2.3690, 1.2224, 0.6269], [2.3099, -1.1707, -0.6654], [1.2729, -0.8733, -1.6977], [-1.6187, -0.8319, 1.6393], [1.7235, -0.0625, -2.6345], [0.3672, 0.8956, 1.2279], [-3.3352, 0.6455, 0.4536], [-1.9190, 1.6127, -0.3363], [-2.4661, 2.0023, 1.3865], [2.1521, -0.4746, 0.1812], [3.2807, -0.9813, -1.0004], [1.9854, -2.1802, -0.3329]],
  "atomic_forces_ev_per_a": [[-1.128, 1.794, 0.023], [-0.155, -1.295, -1.429], [-2.137, 0.015, 0.054], [-0.740, 0.069, 0.349], [-0.491, -1.968, 0.447], [0.573, -0.058, 0.297], [1.309, 0.866, 0.188], [1.104, 1.085, 0.166], [-0.875, -0.157, 1.130], [-0.056, -0.029, -0.281], [-0.191, -0.494, -0.436], [1.855, -0.332, -0.546], [0.933, 0.503, 0.037]],
  "lowdin_charge": [-0.92, -0.10, -0.15, -0.09, 0.06, 0.00, 0.81, 0.11, 0.09, 0.08, -0.02, 0.05, 0.09],
  "homo_lumo_gap_ev": 9.20,
  "e_homo_ev": -8.90,
  "total_charge": 0,
  "relative_energy_ev": 3.1163,
  "e_lumo_ev": 0.30
}

2.
{
  "formula": "C4H6BrN",
  "method": "wB97M-V/def2-TZVPD",
  "symbols": ["H", "N", "C", "Br", "C", "C", "C", "H", "H", "H", "H", "H"],
  "positions_angstrom": [[2.1842, 1.7413, 1.1600], [1.2124, 1.5074, 0.9875], [1.1390, 0.2454, 0.2100], [2.7419, -0.6035, -0.3044], [-0.1372, -0.2646, -0.1917], [-0.2476, -1.2335, -1.1091], [-1.3444, 0.3608, 0.4454], [-1.2171, -1.5838, -1.4202], [0.6036, -1.6890, -1.5854], [-2.0597, 0.6553, -0.3186], [-1.0497, 1.2270, 1.0245], [-1.8253, -0.3628, 1.1021]],
  "atomic_forces_ev_per_a": [[0.346, -0.300, -0.179], [-1.036, -6.623, -3.967], [1.620, 7.281, 4.320], [-0.007, -0.036, 0.006], [-0.675, -0.662, -0.534], [0.128, 0.244, 0.224], [-0.096, 0.026, 0.046], [-0.220, -0.015, -0.016], [0.160, -0.032, 0.011], [-0.069, 0.036, -0.015], [-0.113, 0.069, 0.036], [-0.038, 0.012, 0.067]],
  "lowdin_charge": [-0.01, 0.06, -0.69, 0.75, -0.43, 0.05, -0.06, 0.07, 0.03, 0.08, 0.05, 0.09],
  "homo_lumo_gap_ev": 8.96,
  "e_homo_ev": -9.43,
  "smiles": "[H]/N=C(\\Br)C(=C)C",
  "total_charge": 0,
  "relative_energy_ev": 1.0096,
  "e_lumo_ev": -0.47
}

3.
{
  "formula": "C4H6BrN",
  "method": "wB97M-V/def2-TZVPD",
  "symbols": ["C", "C", "C", "C", "N", "Br", "H", "H", "H", "H", "H", "H"],
  "positions_angstrom": [[-0.1299, -2.0296, -0.3196], [1.1800, -0.1248, -0.4192], [-0.0414, 0.0639, 0.5844], [-0.9273, 1.1952, 0.0803], [-0.6803, -1.2225, 0.4492], [2.9504, 0.3347, 0.1885], [-0.3487, -2.9511, -0.7232], [1.1441, 0.3697, -1.4290], [0.4162, 0.0611, 1.5374], [-0.9395, 1.2157, -0.9693], [-0.5496, 2.0186, 0.6325], [-2.0739, 1.0692, 0.3879]],
  "atomic_forces_ev_per_a": [[1.519, 4.943, 1.384], [-0.081, -0.204, -1.089], [0.784, -1.840, -2.811], [-2.638, -1.308, 3.002], [-1.063, -1.535, -0.375], [-0.425, -0.257, 0.142], [-0.479, -2.075, -0.631], [-0.453, -0.648, 1.050], [-0.148, 0.835, 1.370], [0.346, 0.466, -1.317], [0.093, 1.528, -0.368], [2.544, 0.096, -0.357]],
  "lowdin_charge": [0.11, -0.55, -0.47, -0.06, -0.02, 0.59, 0.03, 0.03, 0.10, 0.05, 0.06, 0.13],
  "homo_lumo_gap_ev": [8.26, 7.99],
  "e_homo_ev": [-8.20, -8.05],
  "total_charge": 0,
  "relative_energy_ev": 3.8995,
  "e_lumo_ev": [0.06, -0.06]
}

4.
{
  "formula": "C4H6BrN2O",
  "method": "wB97M-V/def2-TZVPD",
  "symbols": ["C", "C", "C", "C", "N", "N", "O", "Br", "H", "H", "H", "H", "H", "H"],
  "positions_angstrom": [[-0.8926, -1.7440, -0.1585], [0.2770, -0.2431, 1.2316], [-1.0963, 0.3414, -1.3270], [0.2796, 0.7768, -0.9964], [0.5745, 0.6903, 0.3942], [-0.5372, -1.3311, 1.0278], [1.0926, 1.7837, 1.0305], [-1.2972, 0.0873, -3.1619], [-1.4267, -2.6068, 0.0047], [0.6744, -0.0702, 2.3507], [1.1674, 0.2261, -1.5691], [0.1551, 1.8915, -1.2128], [-0.7693, -2.0660, 1.8484], [1.7984, 2.2641, 0.5379]],
  "atomic_forces_ev_per_a": [[0.454, 3.031, -2.435], [-0.095, -1.170, 4.779], [0.921, -3.418, -0.576], [0.466, 1.225, -1.545], [0.579, -0.035, 0.208], [1.144, -0.627, 3.077], [0.358, 1.172, 0.531], [-0.512, 0.114, 0.889], [-1.907, -1.955, -0.873], [-1.102, -0.362, -2.882], [-2.070, 1.352, 0.788], [1.057, -1.140, 0.024], [1.164, 2.802, -1.770], [-0.456, -0.989, -0.215]],
  "lowdin_charge": [0.09, -0.04, -0.45, -0.30, -0.16, -0.03, 0.07, 0.81, 0.04, 0.22, 0.19, 0.16, 0.24, 0.16],
  "homo_lumo_gap_ev": [6.51, 7.54],
  "e_homo_ev": [-11.51, -13.59],
  "spin_multiplicity": 3,
  "total_charge": 1,
  "relative_energy_ev": 3.8938,
  "e_lumo_ev": [-5.00, -6.05],
  "s_squared": 2.027
}

5.
{
  "formula": "C4H6BrNO",
  "method": "wB97M-V/def2-TZVPD",
  "symbols": ["C", "C", "Br", "C", "N", "C", "O", "H", "H", "H", "H", "H", "H"],
  "positions_angstrom": [[-0.9100, -1.4673, -1.3736], [0.1041, -0.5744, -1.3462], [0.4549, 0.3579, -2.8851], [1.0054, -0.3012, -0.1571], [0.7767, -1.1703, 1.0019], [0.4044, -0.7422, 2.2686], [0.2495, 0.4477, 2.4973], [-1.3548, -1.5860, -2.3141], [-1.2939, -1.9768, -0.4896], [2.0109, -0.3412, -0.5222], [0.8922, 0.6711, 0.2582], [0.9651, -2.1842, 0.8847], [0.4122, -1.4042, 3.0670]],
  "atomic_forces_ev_per_a": [[1.581, 1.328, 1.055], [-1.563, -1.919, 1.828], [0.634, 0.796, -0.981], [-0.864, -0.533, 0.607], [0.047, -2.059, 0.161], [1.140, 3.428, -2.776], [-0.378, -0.572, 0.055], [-1.000, -0.421, -0.952], [0.360, 0.053, -0.285], [0.850, -0.335, 0.000], [-0.339, 1.134, -0.041], [-0.253, 1.215, 0.136], [-0.214, -2.114, 1.193]],
  "lowdin_charge": [-0.04, -0.80, 0.80, -0.23, 0.01, -0.31, 0.01, 0.02, 0.07, 0.10, 0.11, 0.15, 0.10],
  "homo_lumo_gap_ev": 10.21,
  "e_homo_ev": -9.46,
  "smiles": "C=C(Br)CNC=O",
  "total_charge": 0,
  "relative_energy_ev": 0.3101,
  "e_lumo_ev": 0.75
}

6.
{
  "formula": "C4H6CaMgO4",
  "method": "wB97M-V/def2-TZVPD",
  "symbols": ["O", "Ca", "O", "C", "C", "O", "C", "C", "O", "Mg", "H", "H", "H", "H", "H", "H"],
  "positions_angstrom": [[-0.2055, 1.6731, 3.9314], [0.9555, 1.2321, 2.4797], [-2.2130, 0.8425, 0.5351], [-1.5492, 0.2338, 1.4482], [-0.3852, -0.4781, 1.1459], [-0.2055, -0.6784, -0.2291], [1.0608, -0.4093, -0.8437], [0.7999, -0.3914, -2.3491], [-0.2908, 0.4111, -2.6637], [-1.6113, 0.4328, -1.3070], [-1.8673, 0.4932, 2.6285], [-0.0697, -1.3067, 1.7937], [1.7985, -1.1638, -0.5367], [1.4088, 0.5867, -0.5162], [0.6437, -1.4377, -2.6818], [1.7300, -0.0400, -2.8352]],
  "atomic_forces_ev_per_a": [[0.623, -0.420, -1.080], [-0.285, 0.782, 1.413], [-0.455, 0.208, -1.423], [0.135, 0.417, 3.072], [-1.003, -0.142, 0.894], [-0.329, -0.320, -0.728], [0.185, 0.126, 0.134], [0.262, -0.302, -0.063], [-0.601, 0.183, 0.294], [0.775, -0.051, 0.647], [1.145, -0.950, -2.983], [0.005, 0.314, -0.173], [-0.150, 0.094, -0.107], [-0.080, -0.142, -0.030], [0.049, 0.246, 0.072], [-0.276, -0.041, 0.062]],
  "lowdin_charge": [-1.05, 1.10, -0.18, -0.32, -0.30, -0.25, -0.18, -0.35, -0.33, 1.07, 0.17, 0.12, 0.13, 0.11, 0.12, 0.12],
  "homo_lumo_gap_ev": 5.31,
  "e_homo_ev": -6.43,
  "total_charge": 0,
  "e_lumo_ev": -1.11
}

7.
{
  "formula": "C4H6CdN2O4P2",
  "method": "wB97M-V/def2-TZVPD",
  "symbols": ["N", "C", "C", "C", "C", "N", "P", "O", "O", "P", "O", "O", "H", "H", "H", "H", "H", "H", "Cd"],
  "positions_angstrom": [[1.5994, -1.1175, 2.8160], [1.6061, -0.8904, 1.6871], [1.5163, -0.6039, 0.2598], [0.1074, -1.0412, -0.2307], [-0.0867, -0.7444, -1.6456], [-0.2712, -0.4866, -2.7472], [-1.3047, -0.4123, 0.7762], [-1.6267, 1.0130, -0.0314], [-2.5577, -1.3139, 0.2652], [2.1143, 1.2137, 0.1071], [1.0091, 2.0144, 0.9425], [1.8812, 1.6847, -1.3951], [2.2706, -1.1947, -0.2758], [0.0470, -2.1306, -0.0686], [-2.1582, 1.5048, 0.6073], [-2.4579, -2.1411, -0.2433], [0.5485, 2.7068, 0.4426], [1.6702, 1.0698, -2.1166], [-3.9069, 0.8696, 0.8504]],
  "atomic_forces_ev_per_a": [[-0.101, 0.132, -0.327], [0.108, -0.226, 0.329], [-0.219, -0.312, 0.300], [0.251, -0.217, -0.209], [-0.118, -0.129, 0.349], [0.027, 0.151, -0.245], [0.096, 0.265, 0.232], [-0.139, -0.139, -0.518], [-0.073, -0.219, 0.132], [0.544, 0.205, -0.284], [-0.319, -0.139, -0.008], [-0.288, -0.232, 0.209], [-0.017, 0.195, -0.013], [-0.003, 0.096, -0.052], [2.137, 1.302, -0.005], [-0.049, 0.121, -0.122], [0.120, 0.130, 0.017], [0.094, 0.095, -0.065], [-2.053, -1.078, 0.281]],
  "lowdin_charge": [0.24, -0.29, -0.36, -0.39, -0.23, 0.25, 0.92, -0.35, -0.31, 0.98, -0.21, -0.18, 0.15, 0.15, -0.11, 0.12, 0.10, 0.08, 1.44],
  "homo_lumo_gap_ev": 2.76,
  "e_homo_ev": -15.80,
  "total_charge": 2,
  "e_lumo_ev": -13.04
}

8.
{
  "formula": "C4H6Cl2",
  "method": "wB97M-V/def2-TZVPD",
  "symbols": ["C", "C", "C", "Cl", "C", "Cl", "H", "H", "H", "H", "H", "H"],
  "positions_angstrom": [[0.9962, 2.0109, -0.1979], [0.0124, 1.0781, 0.3694], [0.4821, -0.3607, 0.6210], [1.9827, -1.0035, -0.1221], [-0.7292, -0.0055, -0.4132], [-2.4221, -0.3816, -0.0416], [0.7884, 3.0751, 0.1818], [2.0709, 1.7861, 0.1578], [0.8621, 2.1049, -1.2936], [-0.5925, 1.3803, 1.2584], [0.3272, -0.8145, 1.6530], [-0.5554, -0.3222, -1.4487]],
  "atomic_forces_ev_per_a": [[1.093, 2.906, 0.135], [-0.529, -2.132, 0.954], [-1.899, -0.341, -0.092], [-0.816, 0.544, 0.322], [1.569, -0.875, 1.547], [0.452, 0.161, 0.233], [0.245, -1.438, -0.467], [-1.692, 0.173, -0.996], [0.677, -0.289, 0.530], [0.555, 0.035, -0.905], [-0.058, 0.566, -1.756], [0.402, 0.689, 0.494]],
  "lowdin_charge": [-0.12, -0.41, -0.61, 0.57, -0.63, 0.57, 0.10, 0.09, 0.09, 0.14, 0.11, 0.09],
  "homo_lumo_gap_ev": 10.52,
  "e_homo_ev": -9.62,
  "smiles": "CC1[C@H](Cl)[C@H]1Cl",
  "total_charge": 0,
  "relative_energy_ev": 1.0913,
  "e_lumo_ev": 0.90
}